Record 1
{
  "formula": "C18H38Cl18IO4PS",
  "method": "wB97M-V/def2-TZVPD",
  "elements": ["O", "S", "O", "O", "P", "O", "I", "H", "H", "Cl", "C", "C", "Cl", "H", "H", "H", "H", "Cl", "C", "C", "Cl", "H", "H", "H", "H", "Cl", "C", "C", "Cl", "H", "H", "H", "H", "Cl", "C", "C", "Cl", "H", "H", "H", "H", "Cl", "C", "C", "Cl", "H", "H", "H", "H", "Cl", "C", "C", "Cl", "H", "H", "H", "H", "Cl", "C", "C", "Cl", "H", "H", "H", "H", "Cl", "C", "C", "Cl", "H", "H", "H", "H", "Cl", "C", "C", "Cl", "H", "H", "H", "H"],
  "xyz": [[1.068, -2.093, 2.507], [-0.402, -1.769, 2.432], [-0.771, -1.124, 3.944], [-1.158, -3.279, 2.215], [-0.132, -4.485, 2.971], [-0.121, -5.804, 1.900], [-1.451, -5.190, 4.936], [-1.440, -1.673, 4.396], [0.291, -5.478, 1.078], [-0.943, -0.957, -0.062], [-0.305, -2.082, -1.289], [-0.918, -1.860, -2.654], [-2.642, -2.311, -2.706], [-0.478, -3.096, -0.933], [0.772, -1.916, -1.339], [-0.407, -2.480, -3.392], [-0.834, -0.822, -2.966], [1.820, 1.112, -0.112], [1.763, 2.673, 0.748], [1.243, 2.512, 2.164], [-0.485, 2.072, 2.186], [1.146, 3.358, 0.169], [2.775, 3.062, 0.763], [1.336, 3.452, 2.708], [1.788, 1.750, 2.714], [-3.594, -7.085, -2.877], [-2.407, -7.522, -1.622], [-1.723, -6.307, -1.037], [-0.642, -5.511, -2.213], [-1.688, -8.212, -2.062], [-2.953, -8.049, -0.839], [-1.106, -6.606, -0.190], [-2.445, -5.568, -0.688], [-1.085, -9.045, 3.923], [0.231, -9.920, 3.101], [0.790, -9.142, 1.930], [-0.374, -9.021, 0.586], [-0.151, -10.892, 2.790], [1.013, -10.082, 3.844], [1.673, -9.649, 1.539], [1.077, -8.132, 2.221], [-2.449, 4.911, 5.618], [-3.729, 4.223, 4.588], [-4.199, 2.874, 5.087], [-2.951, 1.618, 4.898], [-3.348, 4.162, 3.570], [-4.559, 4.930, 4.601], [-5.066, 2.549, 4.511], [-4.485, 2.912, 6.138], [5.121, 4.904, -0.967], [5.059, 6.455, -0.091], [4.498, 6.296, 1.304], [2.765, 5.885, 1.286], [4.470, 7.155, -0.683], [6.082, 6.830, -0.036], [4.595, 7.234, 1.852], [5.023, 5.520, 1.861], [4.043, 2.895, 2.864], [5.117, 1.883, 1.863], [6.094, 1.088, 2.699], [7.307, 2.128, 3.488], [5.631, 2.534, 1.156], [4.475, 1.204, 1.298], [6.640, 0.390, 2.064], [5.584, 0.516, 3.474], [-1.250, 2.917, -4.714], [-2.563, 2.223, -5.699], [-3.036, 0.891, -5.161], [-1.808, -0.385, -5.352], [-2.206, 2.138, -6.725], [-3.384, 2.942, -5.682], [-3.920, 0.564, -5.710], [-3.295, 0.955, -4.105], [-1.938, 5.328, -7.787], [-1.973, 6.891, -6.935], [-2.469, 6.749, -5.513], [-4.198, 6.325, -5.443], [-2.593, 7.577, -7.511], [-0.952, 7.274, -6.933], [-2.354, 7.697, -4.986], [-1.912, 5.987, -4.969]],
  "homo_lumo_gap_ev": 8.8,
  "homo_energy_ha": -0.3247,
  "molar_mass_g_mol": 1146.6
}


Record 2
{
  "formula": "C9H11BN2O2",
  "method": "wB97M-V/def2-TZVPD",
  "elements": ["C", "C", "C", "C", "C", "N", "N", "C", "C", "C", "C", "B", "O", "O", "H", "H", "H", "H", "H", "H", "H", "H", "H", "H", "H"],
  "xyz": [[1.329, -0.776, -1.111], [0.345, 0.115, -0.328], [-0.955, 0.167, -1.211], [-2.309, 0.765, -0.565], [-2.429, -0.176, 0.561], [-3.086, -1.346, 0.361], [-2.695, -2.454, 0.749], [-1.438, -2.580, 1.300], [-0.718, -1.474, 1.547], [-1.355, -0.243, 1.407], [0.087, -0.285, 1.125], [1.245, 0.526, 2.403], [1.741, -0.431, 3.171], [1.244, 1.836, 2.394], [0.832, -1.816, -1.235], [2.112, -0.841, -0.541], [1.670, -0.580, -2.104], [0.773, 1.141, -0.271], [-1.267, -0.820, -1.373], [-0.720, 0.538, -2.215], [-3.216, 0.743, -1.216], [-2.045, 1.772, -0.401], [-1.233, -3.698, 1.418], [2.411, -0.440, 3.767], [1.350, 2.265, 3.251]],
  "homo_lumo_gap_ev": 8.1,
  "de_lowest_kcal_mol": 161.41,
  "homo_energy_ha": -0.3001,
  "molar_mass_g_mol": 190.0,
  "smiles": "C[C@H]1CCc2nncc3c2[C@@]31B(O)O"
}


Record 3
{
  "formula": "C37H45N6O",
  "method": "wB97M-V/def2-TZVPD",
  "elements": ["C", "C", "C", "C", "N", "C", "C", "C", "C", "C", "C", "C", "O", "C", "H", "H", "H", "H", "H", "H", "H", "H", "H", "H", "H", "H", "H", "H", "H", "H", "H", "H", "H", "H", "N", "C", "C", "C", "C", "C", "H", "H", "H", "H", "H", "N", "C", "C", "C", "C", "C", "H", "H", "H", "H", "H", "N", "C", "C", "C", "C", "C", "H", "H", "H", "H", "H", "N", "C", "C", "C", "C", "C", "H", "H", "H", "H", "H", "N", "C", "C", "C", "C", "C", "H", "H", "H", "H", "H"],
  "xyz": [[-0.466, 1.237, 3.629], [0.465, 0.628, 2.588], [1.657, 1.518, 2.143], [1.613, 2.966, 2.590], [2.943, 0.862, 2.548], [3.497, 1.120, 3.744], [4.627, 0.446, 4.142], [5.173, -0.516, 3.306], [4.602, -0.777, 2.063], [5.119, -1.834, 1.132], [4.197, -3.064, 1.083], [3.080, -3.001, 0.044], [3.650, -3.207, 2.397], [3.477, -0.052, 1.725], [-0.904, 2.175, 3.293], [0.058, 1.413, 4.570], [-1.274, 0.538, 3.841], [-0.098, 0.353, 1.696], [0.866, -0.307, 2.988], [1.694, 1.513, 1.057], [0.781, 3.454, 2.085], [1.464, 3.085, 3.660], [2.516, 3.488, 2.272], [3.021, 1.866, 4.358], [5.069, 0.657, 5.104], [6.051, -1.067, 3.616], [6.115, -2.133, 1.454], [5.200, -1.412, 0.129], [4.820, -3.936, 0.874], [2.794, -4.026, -0.170], [2.212, -2.488, 0.467], [3.400, -2.512, -0.875], [3.240, -4.077, 2.459], [2.971, -0.193, 0.778], [1.745, -6.260, 0.224], [1.783, -7.587, 0.334], [0.658, -8.392, 0.253], [-0.574, -7.791, 0.050], [-0.633, -6.411, -0.066], [0.553, -5.701, 0.025], [2.763, -8.025, 0.491], [0.751, -9.466, 0.345], [-1.472, -8.389, -0.024], [-1.574, -5.899, -0.220], [0.550, -4.619, -0.065], [-4.005, -5.521, 0.400], [-4.363, -6.777, 0.656], [-5.644, -7.268, 0.452], [-6.608, -6.407, -0.045], [-6.252, -5.095, -0.313], [-4.944, -4.703, -0.073], [-3.586, -7.421, 1.054], [-5.876, -8.299, 0.681], [-7.619, -6.751, -0.219], [-6.971, -4.386, -0.699], [-4.631, -3.684, -0.271], [-0.288, 5.704, 1.425], [-1.027, 6.496, 2.202], [-1.539, 7.715, 1.788], [-1.273, 8.140, 0.496], [-0.506, 7.329, -0.325], [-0.040, 6.128, 0.185], [-1.218, 6.136, 3.207], [-2.132, 8.314, 2.464], [-1.655, 9.087, 0.137], [-0.269, 7.617, -1.340], [0.569, 5.479, -0.432], [1.044, 3.845, -2.509], [0.968, 2.973, -1.509], [0.922, 1.601, -1.688], [0.961, 1.094, -2.979], [1.032, 1.992, -4.031], [1.072, 3.351, -3.744], [0.934, 3.396, -0.509], [0.847, 0.943, -0.832], [0.926, 0.028, -3.160], [1.051, 1.652, -5.057], [1.126, 4.080, -4.545], [-4.221, 3.644, -6.571], [-4.863, 4.651, -5.984], [-4.336, 5.388, -4.933], [-3.073, 5.062, -4.466], [-2.393, 4.016, -5.070], [-3.009, 3.343, -6.114], [-5.848, 4.878, -6.375], [-4.904, 6.197, -4.495], [-2.626, 5.611, -3.647], [-1.407, 3.725, -4.738], [-2.507, 2.520, -6.612]],
  "homo_lumo_gap_ev": 7.7,
  "de_lowest_kcal_mol": 0.05,
  "homo_energy_ha": -0.4062,
  "molar_mass_g_mol": 589.8,
  "charge": 1
}


Record 4
{
  "formula": "C2H5NO4PS",
  "method": "wB97M-V/def2-TZVPD",
  "elements": ["N", "C", "O", "C", "P", "O", "S", "O", "O", "H", "H", "H", "H", "H"],
  "xyz": [[1.385, 1.365, -1.262], [1.753, 0.346, -0.462], [2.842, 0.303, 0.096], [0.709, -0.762, -0.115], [-1.118, 0.035, 0.110], [-1.273, 0.820, 1.354], [-1.711, 0.851, -1.616], [-2.100, -1.235, 0.340], [-2.168, -1.640, 1.784], [0.386, 1.549, -1.455], [1.987, 2.168, -1.023], [1.173, -1.284, 0.801], [0.506, -1.713, -0.709], [-2.371, -0.803, 2.159]],
  "homo_lumo_gap_ev": 8.4,
  "de_lowest_kcal_mol": 0.00,
  "homo_energy_ha": -0.1795,
  "molar_mass_g_mol": 170.1,
  "charge": -1,
  "smiles": "NC(=O)C[P@@]([O-])(=S)OO"
}


Record 5
{
  "formula": "C28H43F10N6O7S",
  "method": "wB97M-V/def2-TZVPD",
  "elements": ["C", "O", "C", "C", "C", "C", "N", "C", "N", "F", "C", "C", "O", "C", "N", "N", "C", "C", "C", "N", "C", "N", "C", "C", "O", "C", "C", "C", "C", "C", "C", "F", "F", "C", "F", "F", "S", "F", "F", "F", "F", "F", "H", "H", "H", "H", "H", "H", "H", "H", "H", "H", "H", "H", "H", "H", "H", "H", "H", "H", "H", "H", "H", "H", "H", "H", "H", "H", "H", "H", "H", "H", "H", "H", "H", "H", "H", "H", "H", "H", "H", "H", "H", "C", "C", "C", "O", "C", "C", "C", "O", "O", "O", "H", "H"],
  "xyz": [[3.377, 0.395, 4.636], [3.857, 1.122, 3.542], [2.943, 2.093, 3.033], [2.903, 2.011, 1.520], [2.282, 0.727, 0.992], [0.763, 0.761, 1.007], [0.112, -0.282, 0.122], [0.857, -1.378, -0.051], [1.234, -2.100, 0.984], [0.802, -1.675, 2.207], [2.115, -3.247, 1.100], [1.345, -4.565, 1.205], [1.315, -5.095, -0.119], [1.950, -5.548, 2.216], [0.917, -6.104, 3.096], [1.366, -1.830, -1.259], [0.505, -1.640, -2.450], [1.379, -1.936, -3.666], [-0.567, -2.739, -2.340], [-1.386, -2.839, -3.545], [0.001, -0.162, -2.436], [-1.030, 0.064, -3.442], [1.202, 0.782, -2.679], [0.873, 2.212, -2.325], [0.486, 2.982, -3.160], [-0.675, 0.156, -1.066], [-2.126, -0.367, -0.930], [-3.139, 0.774, -0.809], [-4.571, 0.348, -1.124], [-5.110, -0.813, -0.271], [-6.130, -0.443, 0.775], [-7.165, 0.231, 0.219], [-6.625, -1.590, 1.310], [-5.542, 0.458, 1.919], [-4.346, -0.047, 2.275], [-5.354, 1.685, 1.418], [-6.542, 0.640, 3.545], [-6.871, 2.154, 3.265], [-7.895, 0.230, 2.828], [-6.239, -0.885, 3.874], [-5.228, 1.074, 4.306], [-7.323, 0.742, 4.900], [2.481, -0.196, 4.386], [4.172, -0.284, 4.948], [3.124, 1.047, 5.483], [1.954, 1.918, 3.484], [3.265, 3.095, 3.333], [2.394, 2.885, 1.107], [3.915, 2.087, 1.120], [2.638, -0.096, 1.624], [2.658, 0.601, -0.028], [0.396, 0.624, 2.026], [0.386, 1.722, 0.660], [2.720, -3.071, 1.989], [2.777, -3.254, 0.238], [0.318, -4.334, 1.517], [0.751, -5.876, -0.132], [2.480, -6.318, 1.645], [2.694, -5.042, 2.836], [1.129, -7.055, 3.367], [0.011, -6.119, 2.646], [2.267, -1.373, -1.395], [2.384, -1.526, -3.547], [0.960, -1.508, -4.574], [1.478, -3.014, -3.801], [-0.012, -3.668, -2.183], [-1.168, -2.599, -1.436], [-2.363, -2.648, -3.366], [-1.347, -3.783, -3.908], [-1.220, 1.064, -3.487], [-0.699, -0.200, -4.363], [2.123, 0.522, -2.150], [1.428, 0.769, -3.747], [1.035, 2.523, -1.284], [-0.745, 1.237, -0.960], [-2.401, -0.973, -1.792], [-2.170, -0.999, -0.038], [-2.871, 1.559, -1.522], [-3.074, 1.226, 0.186], [-5.231, 1.212, -1.039], [-4.602, 0.039, -2.171], [-5.646, -1.530, -0.897], [-4.311, -1.353, 0.236], [2.662, 4.953, -1.927], [3.627, 4.134, -1.367], [5.005, 4.751, -1.018], [5.828, 4.015, -0.436], [5.220, 6.094, -1.367], [4.257, 6.945, -1.957], [2.840, 6.335, -2.223], [1.948, 7.055, -2.673], [4.448, 8.129, -2.267], [3.460, 2.905, -1.095], [1.703, 4.514, -2.155], [6.203, 6.499, -1.146]],
  "homo_lumo_gap_ev": 2.7,
  "homo_energy_ha": -0.0733,
  "molar_mass_g_mol": 797.7,
  "charge": -1
}


Record 6
{
  "formula": "C19H20ClO2",
  "method": "wB97M-V/def2-TZVPD",
  "elements": ["C", "O", "C", "C", "C", "C", "C", "O", "C", "C", "H", "H", "H", "H", "H", "H", "H", "H", "H", "H", "Cl", "C", "C", "C", "C", "C", "C", "C", "C", "C", "C", "C", "H", "H", "H", "H", "H", "H", "H", "H", "H", "H"],
  "xyz": [[-2.541, -1.800, 2.314], [-2.425, -0.508, 2.947], [-1.423, 0.351, 2.590], [-1.123, 1.365, 3.518], [0.093, 2.028, 3.408], [0.964, 1.770, 2.358], [0.587, 0.881, 1.329], [1.416, 0.781, 0.252], [0.983, -0.041, -0.860], [-0.635, 0.179, 1.437], [-3.596, -2.061, 2.406], [-2.254, -1.790, 1.258], [-1.926, -2.523, 2.867], [-1.902, 1.668, 4.216], [0.381, 2.753, 4.167], [1.928, 2.272, 2.280], [1.802, 0.030, -1.576], [0.840, -1.084, -0.547], [0.056, 0.348, -1.304], [-0.936, -0.518, 0.647], [3.028, -3.428, 4.473], [1.801, -2.352, 4.993], [0.476, -2.803, 5.090], [-0.524, -1.924, 5.484], [-0.219, -0.578, 5.808], [-1.264, 0.371, 6.075], [-1.013, 1.723, 6.681], [-2.440, 2.277, 7.037], [-3.360, 1.160, 6.625], [-2.650, 0.081, 6.123], [1.141, -0.167, 5.768], [2.135, -1.032, 5.332], [0.239, -3.836, 4.849], [-1.556, -2.269, 5.562], [-0.369, 1.692, 7.574], [-0.518, 2.373, 5.950], [-2.495, 2.514, 8.110], [-2.636, 3.208, 6.486], [-4.441, 1.218, 6.737], [-3.083, -0.863, 5.796], [1.403, 0.854, 6.058], [3.167, -0.696, 5.252]],
  "homo_lumo_gap_ev": 5.5,
  "de_lowest_kcal_mol": 0.00,
  "homo_energy_ha": -0.4021,
  "molar_mass_g_mol": 315.8,
  "charge": 1
}